A cluster of 12 separate species, C56H118Cl4F12N6O8 in total in a non-equilibrium geometry. Source: the Open Molecules 2025 dataset; level of theory: ωB97M-V/def2-TZVPD.

Structure (XYZ):
```
204
Properties=species:S:1:pos:R:3:forces:R:3
C -8.255 -0.330 0.454 0.63 0.66 0.39
C -7.125 0.022 -0.502 -0.77 -0.91 -1.35
O -6.046 -0.943 -0.518 -0.08 -0.22 0.35
C -5.988 -1.863 -1.473 0.58 -0.29 0.15
O -6.735 -2.119 -2.370 -0.21 0.51 0.31
C -4.685 -2.697 -1.229 -2.34 0.21 -0.35
F -4.559 -3.570 -2.214 0.54 -0.30 -0.26
F -3.637 -1.927 -1.145 1.15 0.31 0.06
F -4.861 -3.368 -0.090 0.38 -0.44 0.36
H -9.021 0.459 0.424 0.14 -0.30 -0.29
H -7.817 -0.226 1.442 -0.22 -0.49 0.43
H -8.709 -1.316 0.307 0.25 0.26 -0.09
H -6.641 0.954 -0.279 0.05 0.48 0.26
H -7.482 0.031 -1.529 -0.17 0.35 -0.09
C 2.879 1.890 8.628 1.67 0.84 -1.35
C 1.834 1.485 7.648 -0.32 -0.74 -0.27
O 1.322 2.664 6.953 -1.26 0.12 -0.04
C 0.510 2.400 5.929 1.25 -3.85 -1.05
O 0.318 1.257 5.480 -0.09 2.95 1.21
C 0.021 3.620 5.150 -1.10 0.62 0.47
F 0.769 3.878 4.086 0.05 -0.11 0.12
F -1.260 3.412 4.707 1.19 0.27 0.57
F 0.042 4.695 5.967 -0.29 -0.27 -0.64
H 2.616 2.542 9.447 -0.54 0.09 0.09
H 3.730 2.345 8.089 -0.37 0.21 0.18
H 3.316 0.992 8.979 0.16 -0.93 0.76
H 1.078 0.932 8.238 -0.36 0.54 -0.82
H 2.188 0.807 6.842 0.06 0.38 0.78
C -3.246 4.093 1.438 0.11 0.13 -0.15
C -3.651 2.667 1.071 0.18 0.33 -0.42
O -4.455 2.073 2.118 0.01 0.32 0.07
C -5.643 2.616 2.232 -1.45 0.51 0.15
O -6.171 3.441 1.533 0.50 -0.04 -0.20
C -6.471 2.034 3.419 1.66 0.50 -2.11
F -6.419 2.821 4.466 -0.20 0.41 0.91
F -7.723 1.887 3.019 -0.49 -0.31 0.35
F -5.902 0.878 3.683 -0.50 -1.40 1.05
H -2.963 4.105 2.512 0.24 0.08 -0.75
H -4.013 4.833 1.288 -0.72 -0.01 0.15
H -2.456 4.471 0.765 0.16 -0.60 0.59
H -2.755 2.070 1.029 0.13 -0.41 0.04
H -4.218 2.523 0.133 0.35 0.46 0.28
C 6.789 -3.816 8.342 0.56 0.60 -0.64
C 5.887 -2.598 8.333 -0.95 0.14 1.01
O 4.720 -2.979 7.485 1.15 0.36 -0.16
C 3.787 -2.082 7.366 -1.91 2.29 3.50
O 3.588 -1.133 8.153 0.82 -2.14 -2.51
C 2.712 -2.426 6.311 0.43 0.41 -1.17
F 3.061 -3.536 5.680 -0.18 -0.79 -0.14
F 1.478 -2.548 6.784 0.39 -0.03 0.57
F 2.670 -1.465 5.365 0.11 0.27 0.32
H 7.741 -3.567 8.833 -0.46 -0.21 0.36
H 7.101 -3.964 7.310 -0.12 -0.39 -0.19
H 6.327 -4.742 8.719 0.18 0.64 0.03
H 6.303 -1.663 7.928 0.13 -0.61 -0.27
H 5.534 -2.287 9.344 -0.07 -0.58 -0.72
C 5.260 -4.873 -1.299 0.06 0.04 1.20
C 5.604 -3.439 -1.644 1.39 -0.57 -2.17
N 4.853 -2.856 -2.786 -1.07 0.45 0.43
C 5.015 -1.394 -2.791 -0.08 0.49 -1.05
C 4.203 -0.719 -1.664 -0.09 -0.07 -1.67
C 5.160 -3.477 -4.088 0.34 -0.36 0.31
C 4.296 -3.021 -5.292 0.55 0.37 1.41
H 5.462 -5.525 -2.128 -0.01 -0.39 -0.34
H 4.217 -4.974 -0.996 0.11 -0.09 -0.08
H 5.895 -5.221 -0.443 -0.47 0.34 -0.70
H 5.601 -2.813 -0.773 -0.34 0.43 0.21
H 6.672 -3.466 -1.989 -0.23 0.16 0.43
H 6.069 -1.156 -2.655 0.48 0.18 0.01
H 4.766 -0.973 -3.821 0.00 -0.62 1.40
H 3.202 -1.145 -1.770 -0.29 0.58 0.08
H 4.575 -1.125 -0.748 0.27 0.46 0.83
H 4.223 0.405 -1.738 -0.01 -1.21 0.28
H 5.098 -4.561 -3.946 -0.44 0.15 -0.14
H 6.221 -3.342 -4.271 0.64 0.34 -0.46
H 4.516 -2.020 -5.632 0.20 0.45 0.13
H 3.286 -3.017 -4.942 -0.89 -0.05 -0.03
H 4.384 -3.618 -6.172 0.18 -0.85 -0.30
C -3.503 0.470 5.605 -1.30 -0.02 0.92
C -2.692 0.151 4.406 0.06 0.23 -1.20
N -2.369 -1.225 4.108 1.79 -0.58 1.12
C -1.452 -1.813 5.147 -0.72 -0.01 -0.64
C -0.801 -3.065 4.576 0.14 0.51 -0.11
C -3.514 -2.034 3.782 -0.87 -0.25 -0.48
C -4.094 -1.738 2.379 -0.16 -0.66 0.20
H -3.004 0.326 6.562 0.21 -0.35 0.00
H -4.451 -0.076 5.607 0.08 -0.01 0.24
H -3.777 1.520 5.607 -0.04 0.31 -0.19
H -3.172 0.494 3.501 -0.51 0.42 -0.11
H -1.815 0.756 4.466 1.02 0.01 -0.10
H -0.653 -1.080 5.352 -0.55 -0.08 0.03
H -1.991 -2.069 6.089 0.24 0.29 -0.31
H -1.560 -3.821 4.402 0.09 -0.25 -0.15
H -0.373 -2.735 3.598 0.06 -0.68 0.74
H -0.076 -3.474 5.298 -0.08 0.14 -0.63
H -4.300 -1.916 4.517 -0.51 0.06 0.45
H -3.274 -3.105 3.819 0.20 0.37 -0.11
H -3.254 -1.793 1.693 -0.03 -0.09 -0.44
H -4.577 -0.780 2.235 0.18 0.45 0.36
H -4.887 -2.460 2.081 0.76 0.18 0.36
C -0.335 -5.268 0.974 0.00 0.43 -1.02
C -0.271 -3.903 0.208 0.94 -0.34 0.16
N 1.075 -3.336 -0.038 0.34 0.25 0.63
C 1.908 -3.400 1.162 0.91 -0.84 -1.04
C 3.157 -2.540 1.096 0.39 0.36 0.03
C 1.827 -3.763 -1.231 -0.56 0.24 0.42
C 1.018 -3.567 -2.510 -0.03 0.15 -0.19
H -1.234 -5.779 0.683 -0.60 -0.23 -0.28
H -0.438 -5.156 2.046 0.49 0.16 0.24
H 0.476 -5.955 0.697 0.01 0.33 0.26
H -0.712 -3.940 -0.773 -0.48 -0.43 -0.20
H -0.871 -3.170 0.754 0.12 0.10 0.17
H 1.276 -3.113 1.972 -0.31 0.22 0.87
H 2.318 -4.423 1.366 -0.68 0.18 -0.04
H 3.942 -2.900 0.397 -0.70 -0.02 0.54
H 2.898 -1.532 0.771 0.06 0.19 0.03
H 3.607 -2.484 2.097 -0.06 0.02 -0.22
H 2.179 -4.793 -1.055 -0.19 -0.15 -0.56
H 2.738 -3.153 -1.297 -0.33 -0.17 0.01
H 0.133 -4.189 -2.527 -0.13 -0.31 -0.12
H 1.585 -3.773 -3.419 0.21 -0.21 0.17
H 0.644 -2.539 -2.642 0.25 -0.09 0.38
C 4.069 1.861 -5.040 -0.48 0.52 -0.35
C 2.700 2.143 -5.671 0.30 0.29 -0.51
N 2.055 0.973 -6.236 0.62 0.05 -0.88
C 1.539 0.057 -5.240 -0.03 -0.02 0.20
C 0.243 0.571 -4.642 -0.25 -0.16 -0.32
C 1.081 1.348 -7.300 0.66 -0.11 0.51
C 0.606 0.136 -8.096 -0.15 0.19 0.16
H 4.467 2.734 -4.490 -0.22 -0.31 -0.39
H 4.791 1.514 -5.781 -0.02 -0.04 0.13
H 3.856 1.098 -4.314 0.46 -0.54 0.48
H 2.075 2.549 -4.886 -0.36 0.61 0.33
H 2.748 2.870 -6.498 0.22 0.01 0.50
H 1.427 -0.928 -5.727 -0.37 0.30 0.27
H 2.212 -0.157 -4.389 0.35 0.45 -0.68
H -0.529 0.408 -5.385 -0.41 -0.10 0.30
H 0.069 0.010 -3.748 -0.67 -0.39 0.62
H 0.196 1.638 -4.373 0.42 -0.29 -0.16
H 1.624 2.035 -7.966 -0.09 -0.31 0.08
H 0.231 1.960 -6.913 0.20 -0.45 -0.05
H -0.098 -0.493 -7.549 0.27 -0.13 0.26
H 1.450 -0.464 -8.465 -0.24 0.18 0.20
H 0.022 0.481 -8.937 -0.02 0.16 -0.46
C 0.658 5.717 0.906 -1.51 -0.07 0.53
C 0.101 5.390 -0.475 0.62 1.94 0.47
N 0.395 4.069 -0.876 -0.83 -0.98 -1.20
C -0.591 3.625 -1.910 0.41 0.14 0.59
C -0.479 4.268 -3.298 0.31 -0.57 -0.17
C 1.751 3.991 -1.372 -0.14 0.40 -0.29
C 2.161 2.620 -1.805 1.39 -0.08 0.09
H 0.318 6.721 1.126 -0.01 0.39 0.28
H 1.724 5.731 1.025 0.59 -0.35 -0.13
H 0.165 5.051 1.656 0.64 0.34 -0.47
H -0.968 5.617 -0.440 -0.07 -0.49 -0.03
H 0.491 6.152 -1.202 -0.04 -0.33 0.23
H -0.516 2.540 -1.960 -0.06 -0.03 -0.31
H -1.560 3.835 -1.464 -0.21 -0.04 -0.08
H -1.323 3.961 -3.942 0.29 0.26 0.33
H -0.366 5.346 -3.291 -0.45 0.27 0.21
H 0.438 3.935 -3.789 -0.03 -0.23 -0.12
H 2.466 4.269 -0.621 0.10 0.38 0.78
H 1.898 4.762 -2.167 0.05 -0.52 -0.01
H 3.234 2.696 -2.053 -0.38 -0.21 -0.40
H 1.594 2.221 -2.617 -0.24 -0.26 -0.75
H 2.147 1.887 -1.006 -0.41 0.11 0.22
C -4.660 1.049 -2.785 -0.32 -0.79 -1.11
C -3.512 0.896 -3.821 -0.18 -0.03 0.41
N -3.972 1.137 -5.192 0.29 0.04 0.13
C -3.973 2.594 -5.374 -0.04 -0.09 -0.05
C -4.859 3.084 -6.540 -0.36 1.05 1.11
C -3.114 0.578 -6.238 -0.25 -0.09 -1.20
C -2.958 -0.940 -6.369 1.08 0.25 0.30
H -5.592 0.554 -3.156 0.80 0.16 0.25
H -4.932 2.071 -2.598 -0.01 0.68 -0.11
H -4.394 0.643 -1.823 0.23 -0.36 0.33
H -2.724 1.610 -3.569 0.25 0.32 0.12
H -2.987 -0.055 -3.721 -0.48 -0.30 -0.12
H -4.327 3.069 -4.428 0.05 -0.43 -0.75
H -2.900 2.919 -5.469 -0.66 0.09 -0.20
H -4.429 3.139 -7.538 0.22 -0.37 0.12
H -5.842 2.566 -6.568 0.72 0.18 0.07
H -5.048 4.134 -6.231 -0.24 -0.36 -0.59
H -2.105 1.024 -6.212 -0.06 0.03 0.17
H -3.513 0.910 -7.219 -0.06 0.08 0.57
H -3.873 -1.501 -6.451 -0.51 -0.01 0.19
H -2.350 -1.317 -5.536 -0.29 -0.19 -0.09
H -2.374 -1.161 -7.284 -0.27 0.24 0.39
Cl 4.772 3.231 1.174 -0.54 0.06 -0.26
C 3.347 2.160 1.435 1.69 -1.39 0.24
C 3.690 1.240 2.575 0.81 -0.04 1.31
Cl 3.730 2.206 4.138 -0.01 -0.32 -0.36
H 3.215 1.555 0.546 -0.01 0.10 -0.17
H 2.481 2.686 1.685 -1.27 1.22 0.01
H 4.723 0.850 2.477 -0.78 0.03 -0.03
H 2.976 0.440 2.807 0.08 0.27 -0.52
Cl -0.061 1.293 2.087 -0.06 -0.29 -0.30
C 0.034 -0.336 1.297 0.38 0.69 0.28
C -0.012 -0.269 -0.184 0.33 1.46 -0.85
Cl -1.570 0.308 -0.843 -0.24 -0.16 0.05
H -0.744 -0.934 1.746 -0.12 -0.27 0.20
H 1.039 -0.686 1.506 -0.06 -0.35 0.45
H 0.209 -1.236 -0.604 0.02 -0.35 -0.07
H 0.718 0.486 -0.556 -0.36 -0.69 0.30
```
Positions in Å, forces in eV/Å.

Summary:
SMILES: CCOC(=O)C(F)(F)F.CCOC(=O)C(F)(F)F.CCOC(=O)C(F)(F)F.CCOC(=O)C(F)(F)F.CCN(CC)CC.CCN(CC)CC.CCN(CC)CC.CCN(CC)CC.CCN(CC)CC.CCN(CC)CC.ClCCCl.ClCCCl
F_max: 4.60 eV/A
HOMO level: -7.97 eV
Energy: -168005.0916 eV
LUMO level: 0.28 eV
Orbital gap: 8.25 eV